ORCA calculation (ωB97M-V/def2-TZVPD) on 8 unconnected molecules or ions with the total composition C29H48O24 in a non-equilibrium geometry.

## Properties
Structure (SMILES) ... C[C@H]1COC(=O)O1.C[C@H]1COC(=O)O1.C[C@H]1COC(=O)O1.C[C@H]1COC(=O)O1.CCOC(=O)OC.COC(=O)OC.COC(=O)OC.O=C1OCCO1
ΔE to the lowest compared entry with this formula, charge and spin ... 0.0 kcal per mole
Frontier orbital gap ... 10.5 eV

Last columns: bonded neighbours and bond lengths (Å).
Element x y z (Å)
1 C -10.194 10.360 -3.977  C2 1.520, O6 1.438, H7 1.086, H8 1.083
2 C -11.312 10.408 -5.007  C1 1.520, O3 1.439, H9 1.092, H10 1.089
3 O -11.856 11.731 -4.850  C2 1.439, C4 1.353
4 C -11.450 12.244 -3.665  O3 1.353, O5 1.186, O6 1.355
5 O -11.846 13.254 -3.185  C4 1.186
6 O -10.551 11.420 -3.074  C1 1.438, C4 1.355
7 H -9.219 10.614 -4.383  C1 1.086
8 H -10.166 9.432 -3.419  C1 1.083
9 H -12.148 9.725 -4.844  C2 1.092
10 H -10.985 10.260 -6.034  C2 1.089
11 C -5.265 8.657 6.272  C12 1.511, H18 1.095, H19 1.090, H20 1.086
12 C -6.702 8.191 6.229  C11 1.511, C13 1.536, O17 1.437, H21 1.094
13 C -7.760 9.221 6.651  C12 1.536, O14 1.402, H22 1.093, H23 1.092
14 O -8.767 9.089 5.684  C13 1.402, C15 1.365
15 C -8.310 8.363 4.623  O14 1.365, O16 1.186, O17 1.349
16 O -8.951 8.173 3.643  C15 1.186
17 O -7.104 7.825 4.900  C12 1.437, C15 1.349
18 H -4.960 8.710 7.323  C11 1.095
19 H -5.184 9.681 5.906  C11 1.090
20 H -4.619 7.941 5.774  C11 1.086
21 H -6.797 7.272 6.813  C12 1.094
22 H -7.337 10.223 6.754  C13 1.093
23 H -8.073 8.950 7.662  C13 1.092
24 C -2.122 9.799 -1.002  C25 1.509, H31 1.090, H32 1.090, H33 1.091
25 C -3.225 10.399 -1.840  C24 1.509, C26 1.529, O30 1.440, H34 1.094
26 C -3.952 11.591 -1.215  C25 1.529, O27 1.427, H35 1.092, H36 1.086
27 O -4.312 12.356 -2.364  C26 1.427, C28 1.354
28 C -3.472 12.055 -3.383  O27 1.354, O29 1.185, O30 1.357
29 O -3.356 12.684 -4.381  C28 1.185
30 O -2.743 10.952 -3.079  C25 1.440, C28 1.357
31 H -1.245 10.441 -0.919  C24 1.090
32 H -1.789 8.859 -1.440  C24 1.090
33 H -2.517 9.592 -0.006  C24 1.091
34 H -3.922 9.606 -2.123  C25 1.094
35 H -3.267 12.129 -0.557  C26 1.092
36 H -4.850 11.267 -0.697  C26 1.086
37 C -4.392 6.478 -4.969  C38 1.509, H44 1.082, H45 1.091, H46 1.099
38 C -3.075 5.987 -4.418  C37 1.509, C39 1.532, O43 1.450, H47 1.090
39 C -2.456 6.678 -3.199  C38 1.532, O40 1.443, H48 1.089, H49 1.087
40 O -2.656 5.734 -2.126  C39 1.443, C41 1.349
41 C -3.067 4.548 -2.620  O40 1.349, O42 1.190, O43 1.344
42 O -3.211 3.561 -1.971  C41 1.190
43 O -3.285 4.634 -3.943  C38 1.450, C41 1.344
44 H -5.223 6.449 -4.276  C37 1.082
45 H -4.588 5.921 -5.885  C37 1.091
46 H -4.221 7.478 -5.391  C37 1.099
47 H -2.331 5.899 -5.210  C38 1.090
48 H -3.000 7.563 -2.874  C39 1.089
49 H -1.386 6.846 -3.288  C39 1.087
50 C -7.010 4.453 -10.328  C51 1.515, H57 1.089, H58 1.093, H59 1.089
51 C -7.784 4.541 -9.029  C50 1.515, C52 1.539, O56 1.426, H60 1.092
52 C -7.367 3.526 -7.949  C51 1.539, O53 1.429, H61 1.087, H62 1.088
53 O -7.205 4.334 -6.782  C52 1.429, C54 1.351
54 C -7.437 5.632 -7.080  O53 1.351, O55 1.188, O56 1.347
55 O -7.378 6.505 -6.277  C54 1.188
56 O -7.543 5.804 -8.412  C51 1.426, C54 1.347
57 H -7.236 3.556 -10.903  C50 1.089
58 H -5.938 4.439 -10.119  C50 1.093
59 H -7.227 5.322 -10.949  C50 1.089
60 H -8.840 4.469 -9.295  C51 1.092
61 H -6.413 3.038 -8.130  C52 1.087
62 H -8.184 2.815 -7.838  C52 1.088
63 C -12.146 16.396 1.703  O64 1.420, H69 1.095, H70 1.085, H71 1.088
64 O -11.055 15.489 1.639  C63 1.420, C65 1.342
65 C -10.907 14.829 0.480  O64 1.342, O66 1.203, O67 1.326
66 O -11.656 14.900 -0.459  C65 1.203
67 O -9.793 14.113 0.557  C65 1.326, C68 1.424
68 C -9.372 13.466 -0.640  O67 1.424, H72 1.090, H73 1.088, H74 1.084
69 H -13.035 15.893 2.096  C63 1.095
70 H -12.394 16.839 0.745  C63 1.085
71 H -11.878 17.127 2.463  C63 1.088
72 H -8.712 12.655 -0.331  C68 1.090
73 H -8.815 14.174 -1.250  C68 1.088
74 H -10.202 13.018 -1.176  C68 1.084
75 C -6.675 9.000 -3.778  O76 1.416, H81 1.092, H82 1.086, H83 1.089
76 O -7.631 9.370 -2.801  C75 1.416, C77 1.337
77 C -7.330 9.235 -1.505  O76 1.337, O78 1.202, O79 1.330
78 O -6.235 9.091 -1.033  C77 1.202
79 O -8.472 9.387 -0.839  C77 1.330, C80 1.417
80 C -8.392 9.338 0.575  O79 1.417, H84 1.091, H85 1.087, H86 1.091
81 H -5.664 9.367 -3.588  C75 1.092
82 H -7.038 9.401 -4.720  C75 1.086
83 H -6.588 7.918 -3.867  C75 1.089
84 H -8.447 10.344 0.995  C80 1.091
85 H -7.540 8.794 0.974  C80 1.087
86 H -9.253 8.811 0.989  C80 1.091
87 C -5.256 6.104 0.097  C88 1.508, H94 1.089, H95 1.097, H96 1.094
88 C -6.052 4.918 -0.388  C87 1.508, O89 1.434, H97 1.087, H98 1.088
89 O -6.722 5.324 -1.589  C88 1.434, C90 1.328
90 C -8.030 5.551 -1.564  O89 1.328, O91 1.202, O92 1.333
91 O -8.732 5.497 -0.590  C90 1.202
92 O -8.399 5.879 -2.802  C90 1.333, C93 1.426
93 C -9.766 6.265 -2.938  O92 1.426, H99 1.087, H100 1.092, H101 1.087
94 H -4.462 6.437 -0.570  C87 1.089
95 H -4.737 5.946 1.050  C87 1.097
96 H -5.886 6.969 0.323  C87 1.094
97 H -6.762 4.608 0.374  C88 1.087
98 H -5.351 4.138 -0.676  C88 1.088
99 H -10.004 6.181 -3.995  C93 1.087
100 H -9.894 7.304 -2.628  C93 1.092
101 H -10.424 5.635 -2.345  C93 1.087